10 unconnected molecules or ions with the total composition C23H63N2O11 in a non-equilibrium geometry. Source: the Open Molecules 2025 dataset; level of theory: wB97M-V/def2-TZVPD.

Structure (XYZ):
```
99
Properties=species:S:1:pos:R:3
H -4.08839 -0.91129 2.28314
C -3.64015 1.62281 -0.76572
H -0.47957 -2.55113 3.80649
H -1.16880 2.74612 -2.88124
H -2.35002 0.79415 2.61741
H 1.85009 2.43478 -0.32397
O -0.42059 -2.15206 0.30064
H -0.71440 0.29636 -1.92186
H 3.82117 -0.83597 -4.55354
H 2.07523 -2.51012 2.64289
O -4.54261 -3.54048 2.61583
N -3.31215 -1.50845 2.09902
H -1.22744 2.39203 -4.56572
C 0.29631 -4.88588 -1.11548
H -5.04214 2.60703 -2.00028
H -4.11578 3.68314 -0.87276
H 4.01504 2.74179 -4.53803
H -2.08452 1.19167 -0.03672
H -3.41905 3.06107 -2.44085
H -0.10786 -1.11954 2.99502
O 2.74938 1.48106 -2.70743
H 0.61147 5.69241 -4.53739
H 2.14133 -0.60376 -4.05906
H -0.54223 5.32127 -3.18951
H -1.44558 -1.26399 -2.17540
H 3.33550 -1.18308 -2.91257
H 0.33597 -3.15446 1.86804
H 4.64821 1.26363 -5.33682
H 4.53417 0.90482 -2.96627
H -1.38135 2.02684 1.85180
H 2.52058 1.07108 2.43588
H -5.71450 1.37604 0.01421
H 3.42494 -5.20292 2.61572
C -4.65691 1.31936 0.35877
C 0.47777 3.60492 -4.02750
H -2.51839 -1.05917 1.52189
H 2.72457 0.93161 -1.92208
H -0.03402 -4.80850 -0.01875
H 0.28934 -1.23307 -2.07060
C 3.75231 1.66976 -4.78856
C -0.84488 -1.06935 -0.19324
H -4.58543 0.26645 0.71444
O -2.55880 2.00438 -0.35326
C 2.63680 -3.32642 0.78424
H 1.15517 3.41260 -4.88061
H 0.67338 1.94263 0.87198
C -4.08212 2.81548 -1.56649
C -1.50152 2.19680 3.99749
H 1.23810 -0.30733 1.02807
H 0.34737 -3.01370 -0.85931
O 0.43159 -3.58747 -1.63169
N -2.41042 -3.47565 1.63203
H 3.20067 -0.41178 2.11293
H 1.76056 3.02809 -2.83386
H 3.96085 0.96984 1.35316
H -1.68180 3.26399 4.05265
H -2.10837 0.62835 4.70625
C -0.11688 5.01576 -4.13579
O 0.93262 -3.91752 2.15474
H -4.54646 1.99654 1.21764
C -3.45179 -2.81312 2.16086
O 2.37568 -0.20109 -0.50808
H 2.87960 1.57083 -5.42168
H -3.57598 0.73830 -1.44682
C 3.03291 0.51795 1.64669
O -1.45311 -0.25917 0.46757
C -0.00937 2.08488 3.95820
O 1.21296 3.78391 -3.00724
H 3.58533 -2.83820 0.87237
H 2.53468 -4.63265 3.97791
H 2.05282 -2.67876 0.18070
O -2.12433 1.56429 4.91338
H 0.55044 1.40077 -0.70630
H -1.50548 -2.99629 1.22711
H 0.46668 2.41634 3.02641
H 0.45118 2.74694 4.70044
C 2.02937 0.34019 0.55662
H -2.96762 2.41787 2.57535
C -0.55202 2.54050 -3.72953
C 2.07703 -3.49472 2.21067
H 2.82962 -4.32008 0.34953
C 2.97006 -4.33412 3.07767
O -1.75866 -0.90477 4.23856
C 3.57651 0.92997 -3.46911
C -0.47960 -1.44457 3.95400
H 3.79352 -3.67424 3.26883
C -2.08141 1.82309 2.64090
C -0.66619 -0.75235 -1.66024
H -0.96016 5.06679 -4.79775
H 0.21439 -1.25810 4.73684
H -0.47493 -5.51614 -1.59471
H 0.08274 1.64976 -3.53718
H -2.37754 -1.20499 3.54249
H 0.41625 1.13344 4.20046
H 1.26215 -5.40249 -1.09210
H -2.51828 -4.48909 1.43885
H 1.61035 -0.73548 -0.70914
C 3.17827 -0.48833 -3.77074
C 1.27658 1.57130 0.05817
```

For the relative energy (zero: lowest compared OMol25 entry of this formula, charge and spin), the calculation gives 0.000 eV. Its total charge is -1.



A molecular structure, C23H64F3HfN3O15S in a non-equilibrium geometry. Source: the Open Molecules 2025 dataset; level of theory: wB97M-V/def2-TZVPD.

Structure (XYZ):
```
110
Properties=species:S:1:pos:R:3
H 1.69327 6.23683 1.72192
H 8.64776 -0.28580 2.85002
C -4.48366 -5.07911 -3.04038
S -0.92938 1.05808 3.61143
O -5.11397 5.65644 -3.18135
C 14.49638 -2.32359 1.68784
C -4.41592 7.17949 -6.93262
H -5.64438 2.93328 3.50215
H -6.39456 4.71849 -4.24266
H -3.60695 -3.08125 -2.66583
H -3.08883 -4.36651 -0.77412
C -5.95535 -2.06167 -1.30317
O -1.23872 -6.43304 -2.87622
H -6.75974 6.42533 -5.99848
F 0.13203 0.68628 1.26958
H -5.23986 3.99187 -1.97654
C 0.06692 -0.10666 2.37136
H 2.13498 6.14590 -0.61885
O -6.13646 3.34371 4.21322
H -3.84696 3.87344 -3.14019
O -5.40723 -3.38976 -1.61004
C -5.26101 6.87766 -8.18036
H 3.68962 5.79815 0.11807
C -5.49355 5.29906 -4.44074
H -4.62801 4.85032 -4.92817
H 2.33118 4.07255 2.69760
H -0.29164 -3.76164 6.26389
H 8.20244 -3.76962 2.05086
H -3.92021 6.27205 -6.58775
N -4.11724 -5.85140 -1.83762
C 9.17829 -3.35995 1.79011
O -5.36446 -2.48925 5.74036
H -6.96015 9.12640 -10.22235
C -2.91959 -5.39252 -1.10089
N 11.63261 -3.96949 1.98219
O 14.39044 -3.55152 2.43455
C -1.67860 -5.28483 -2.02910
C 2.67459 5.42166 -0.00860
H 9.99636 -5.26106 1.69441
C 13.98668 -4.71334 1.70705
H -6.59050 -2.34771 4.09253
H 11.96088 -3.13639 2.44940
H 12.20509 -5.73827 1.35125
H 0.62006 -6.45200 -1.98685
H 0.62282 -5.74027 -3.60028
H 0.35131 -7.51893 -3.37423
H -4.91856 -5.75288 -1.23075
C 0.17644 -6.51775 -2.98031
O -2.11767 1.57455 2.86172
H -6.71155 7.04345 -4.42254
H -4.57672 6.53999 -8.95871
H -6.85194 -2.10711 -0.68499
H -0.68478 2.73914 9.83999
H -5.92302 6.01701 -8.08481
H -3.75840 -5.29740 -3.82425
F -0.61803 -1.26368 2.07301
O -1.31590 0.36724 4.86066
H -1.72029 -4.47669 -2.75935
O -1.17522 -3.41730 6.13366
C -5.46424 -4.24886 4.15132
C -4.59217 -3.53433 -2.77605
H -4.53476 -4.68848 4.51311
H 12.61553 -5.52738 3.13439
C -6.73289 8.16470 -9.76240
O -5.96751 8.12054 -8.50133
H 9.06966 -3.39556 0.70612
H -4.92634 -2.21571 3.82923
F 1.30557 -0.32993 2.91911
C -4.48096 4.53010 -2.54443
C 10.30410 -4.34089 2.19108
H 0.08543 2.03534 8.74304
H -5.51243 -5.34046 -3.28823
H -7.66427 7.61753 -9.61671
H -7.05442 3.22720 3.96830
H -3.66403 7.94046 -7.14165
H -1.48859 -3.85388 5.34155
H 14.48333 -5.67368 1.84560
Hf -3.10520 -0.47322 8.45904
C 12.57385 -5.08267 2.14011
N -5.12438 7.60641 -5.69465
H 14.48529 -1.47260 2.36886
H 10.07970 -4.48626 3.24777
H 7.37774 -1.61204 2.51836
H -5.50522 8.53819 -5.77748
H -6.23994 -4.89403 4.56380
C -6.06458 6.59442 -5.17613
H 2.66161 4.44877 -0.49995
O -4.30230 2.60175 7.22999
H -6.28936 -1.64000 -2.25118
O 9.32328 -2.15915 2.54898
H 8.23924 -0.91927 1.24941
H -3.87271 4.92058 -1.72856
O -0.00580 2.14430 3.93577
H -4.99827 -3.16673 -3.71842
H 13.86055 -2.23742 0.80671
O -0.79470 2.13466 9.10600
H -4.40021 3.48032 7.59709
H -5.16806 -1.44046 -0.87613
H -5.48965 -4.43413 3.07748
H -6.05168 7.79861 -10.53053
H -2.73445 -6.09750 -0.29044
H -1.01335 -4.97197 -1.22433
H -4.68086 2.66450 6.35307
C -5.64628 -2.78471 4.41746
C 1.95136 5.28330 1.26121
H 14.12209 -4.68395 0.62589
H 0.97705 4.80602 1.15629
O 2.87291 4.55941 2.07224
H 15.49512 -2.28095 1.25333
C 8.35501 -1.18089 2.30119
```

Its total charge is +2.



A molecular structure, C23H64Li2N10O18 in a non-equilibrium geometry. Source: the Open Molecules 2025 dataset; level of theory: wB97M-V/def2-TZVPD.

Structure (XYZ):
```
117
C23H64Li2N10O18, DFT wB97M-V/def2-TZVPD
H -3.15734 0.80883 -3.23226
H -2.98924 -4.32581 -1.78409
H -3.13493 2.37473 -4.11365
C -1.81809 -0.36462 1.99790
C 4.27291 -1.28662 -2.47467
H 1.66631 -1.73038 -0.29291
H -5.93231 0.45839 1.15968
C -0.17667 -2.26028 -4.14360
N -3.27077 -3.39098 -2.04278
H 1.93309 -0.51025 2.83939
H 0.72735 -2.86259 -4.05389
O 4.02755 2.37698 1.94342
H 4.22968 -2.66353 5.20135
H -1.53631 0.19390 -4.59007
H 0.08651 -1.69345 3.70382
N 1.91526 3.55354 -1.54000
H -3.42889 3.59386 -1.96012
H 1.77942 -0.57670 5.17432
N 0.17670 2.83288 3.43453
H 2.60020 4.87209 -3.14059
H 3.74433 1.80883 -3.88159
H -0.53444 -1.76766 -7.18147
H -0.50889 4.71290 4.30919
C 0.31896 0.36898 1.12745
C -3.78187 -3.08206 -3.17922
H -0.51086 2.68382 -3.95620
H -1.86841 -0.41908 -1.56592
H -4.24223 -1.37442 -4.14680
H 4.24477 -0.00286 5.67931
C 4.29907 0.20595 -2.61429
H -1.84505 -1.26227 4.39741
N -4.10850 -1.80231 -3.24174
H -0.12193 -2.23537 -1.01258
H -0.23380 0.39163 3.18134
O 3.49702 0.56179 -1.64951
C -1.47146 -0.49650 -5.43104
O -5.27923 -0.03166 1.65927
H 2.59038 -3.17316 4.91372
C 0.79709 -3.53373 0.16277
H 4.64907 -1.58835 -3.45219
H 3.99931 0.38437 -4.87746
H -4.12535 -3.17607 0.99511
O -3.27599 -1.43400 0.36641
C -3.56461 2.14153 -0.62217
H -4.36890 2.83657 -0.38105
H 3.63952 1.03889 4.42157
C 3.80579 -0.00649 4.68162
Li -4.25653 -1.62430 2.89797
N -1.57676 -1.58856 5.31483
N 0.46054 4.62612 4.57894
H 1.54671 3.10468 -0.71369
Li 3.69044 1.38522 0.26456
N 3.39203 4.49510 -2.63959
N -0.06439 -2.59354 4.13645
H 2.49366 -2.83429 0.71549
H -4.32510 -1.29154 -2.39775
C -0.48041 0.13813 2.16090
O 0.28459 2.15825 -4.04146
C 1.01929 3.59538 4.05406
H 1.30804 4.03293 -2.18927
C -0.16583 0.13617 -0.30368
O 2.31406 -1.25387 3.31214
H 3.35515 2.13532 2.58038
C 3.19093 -2.34599 5.29217
H 4.80614 2.55327 2.47158
H -3.78982 1.07505 -0.61969
C -0.17930 -1.32492 -5.35339
O -0.16422 -2.26435 -6.44810
H -5.62288 -2.96534 1.06500
H 2.57863 0.48048 -3.86720
O -3.92657 -3.80940 -4.17331
H 0.38584 1.73601 -3.18841
H 3.05067 -2.29604 6.37195
H -1.79272 -1.21823 6.22932
H -2.86627 2.24772 0.20798
H -2.98650 -2.60138 -1.48080
H 0.50965 2.12573 2.79487
H -1.40910 0.21300 -6.25615
C -3.01562 2.58523 -1.95907
C -3.46280 1.85498 -3.21340
O -1.55566 2.80255 -1.99111
H 4.56860 -0.24389 3.94010
H 0.73685 -0.74832 -5.48107
O 1.48029 0.81504 1.52692
O 0.89148 -4.54574 0.80187
N -0.03026 -3.21817 -0.79859
C -2.24796 -0.80711 0.49874
O 2.19878 3.42462 4.00928
C -0.64718 -2.50317 5.30129
C 3.13860 3.85369 -1.57858
H -2.35656 -1.13254 -5.44447
H -0.65486 -3.98722 -0.99489
H -0.36988 -1.74487 -3.20279
H 4.91513 -1.62729 -1.66251
O -2.29281 1.43057 4.97465
O 0.54815 0.55367 -1.29257
H 0.77636 -3.14410 4.03584
H 4.25225 4.98684 -2.83533
H 1.05407 5.37395 4.90847
H -1.21961 2.07111 -1.46799
H -4.52807 2.06011 -3.31931
H -0.81149 2.93689 3.61559
H -1.56004 0.94366 5.35174
C 3.64036 0.72407 -3.90593
N 1.77020 -2.68266 0.02723
C 2.63294 -0.97146 4.62316
H -2.54699 0.92296 4.20397
H -1.00269 -2.96688 -4.22423
O -4.83650 -2.99574 1.60990
C -1.41169 -0.32923 -0.59138
H -4.57805 -0.20601 1.03145
H 3.28221 -1.72489 -2.35416
H 5.27813 0.58605 -2.32268
H 2.57705 0.35917 -1.83444
O -2.65030 -0.37490 2.91919
O 3.88410 3.47132 -0.70117
O -0.34068 -3.17839 6.23244
```



9 unconnected molecules or ions with the total composition C23H64O13 in a non-equilibrium geometry. Source: the Open Molecules 2025 dataset; level of theory: wB97M-V/def2-TZVPD.

Structure (XYZ):
```
100
Properties=species:S:1:pos:R:3
H -9.01588 15.20884 15.34146
H -7.80487 8.19438 12.06726
H -9.99502 13.40204 7.94122
H -4.47163 13.27056 12.68093
O -8.36188 14.13402 14.03845
H -12.26843 15.66795 14.22790
H -11.54322 15.94048 18.29706
O -9.18717 11.03028 12.48357
H -11.74070 18.10955 11.47594
H -9.07826 12.45582 14.87899
H -9.23291 14.72207 9.74846
O -5.21292 12.66053 10.80397
O -9.77086 9.68794 9.99546
H -11.94324 18.15875 9.70089
O -6.71234 10.30843 11.11100
H -13.83903 13.85584 18.68425
C -11.93076 16.16796 10.52779
H -11.69229 14.61508 9.15193
C -10.96574 8.16187 8.58201
H -11.53117 16.22231 8.43002
H -12.63405 15.61139 11.14991
H -13.70046 10.97466 12.33248
H -14.16525 13.51894 13.40506
O -9.51602 15.77611 15.96203
O -11.59453 16.36689 13.97839
C -6.27725 8.95387 10.74886
H -9.86613 12.41876 9.46302
H -10.14052 7.24555 10.91029
C -4.79127 9.03546 10.53913
H -13.13561 15.58719 8.88151
H -6.19201 12.84159 12.69559
C -11.93677 13.85295 17.69408
H -8.80335 11.22193 6.59867
C -13.17424 13.31855 13.84865
H -4.36111 8.05692 10.29640
H -9.02453 17.25354 14.55721
H -6.83945 6.94011 11.29328
H -13.80207 11.56910 14.78159
O -11.79223 11.83675 15.06927
H -13.88257 13.56984 16.85940
H -4.27968 9.37655 11.45042
C -12.77387 11.02911 12.94353
H -10.34963 16.00547 11.65874
H -10.66063 8.47746 12.11951
H -11.82706 7.57715 8.49170
H -10.83565 14.61995 16.33177
C -10.95464 8.94228 9.92136
O -8.64951 14.14802 9.24259
H -7.53790 12.54509 7.53469
H -7.55794 14.41858 10.90610
O -10.56296 15.94322 10.74724
H -4.59045 9.69189 9.69650
C -8.43950 12.71394 13.99450
C -11.24983 14.90024 18.57953
H -12.53977 9.99140 13.24224
C -9.25903 13.04644 8.74714
C -8.24025 12.02442 8.19771
H -5.51707 15.35639 12.62733
H -7.64983 11.66545 9.02611
H -8.65996 13.02876 11.93937
H -6.78050 8.79815 9.82950
H -11.87453 17.15071 15.89555
O -8.94502 11.00186 7.49183
C -12.07547 15.66292 9.14689
H -7.62277 10.24370 11.36764
C -6.76682 7.92021 11.81366
H -9.71316 10.80774 11.67641
O -11.51365 13.94063 16.37022
H -12.44476 13.66520 13.10332
H -13.14212 13.93967 14.76073
C -13.43654 14.10248 17.72560
C -11.21907 17.24974 15.05449
C -12.92898 11.87119 14.21232
C -10.87759 8.00359 11.13930
C -9.77078 17.00478 15.40490
H -13.73079 15.14697 17.61208
H -13.29727 17.72838 10.96123
H -11.83843 9.61308 9.98334
H -9.50832 9.93645 9.10759
C -12.25262 17.62260 10.60565
C -5.39055 13.26573 12.06360
H -7.94661 14.45657 13.28201
O -7.15580 14.96496 11.60942
H -7.50985 12.24896 14.18659
H -11.94165 11.45005 12.35768
H -10.18679 14.85530 18.38727
H -10.12520 12.86424 12.85393
H -11.80570 7.45795 11.11639
H -9.56238 17.81086 16.19864
H -5.20806 15.08846 10.94773
H -11.41168 14.65907 19.61764
H -11.60507 12.88828 18.10909
C -5.72659 14.73854 11.81208
H -6.13028 7.71338 12.63064
H -5.54338 11.74003 10.86637
H -11.29505 18.29193 14.74720
H -10.96935 8.86942 7.75924
C -9.16607 12.40770 12.71878
H -10.06458 7.52193 8.40905
H -11.42912 12.73714 15.24493
```

For the relative energy (zero: lowest compared OMol25 entry of this formula, charge and spin), the calculation gives 1.295 eV. The SMILES is CC(C)O.CC(C)O.CC(C)O.CC(C)O.CC(C)O.OCCO.OCCO.OCCO.OCCO.



Number 1: HOMO energy -6.6166 eV, LUMO level 0.0942 Eh, frontier orbital gap 9.181 eV. Number 2: HOMO energy -11.4422 eV, LUMO level -0.3904 Eh, frontier orbital gap 0.820 eV. Number 3: HOMO energy -8.9618 eV, LUMO level -0.0525 Eh, frontier orbital gap 7.532 eV. Number 4: HOMO energy -9.5226 eV, LUMO level 0.0213 Eh, frontier orbital gap 10.101 eV.